Entry 1:
ORCA calculation (ωB97M-V with the def2-TZVPD basis set) on a structure of composition C4HNO.

Positions of all 7 atoms, in Å:
O (-1.393, -1.006, 0.867)
N (2.348, -0.585, 0.731)
C (0.775, 1.190, -1.110)
C (0.154, 0.343, -0.323)
C (-1.218, -0.140, 0.055)
C (1.377, -0.166, 0.255)
H (-2.042, 0.366, -0.475)

Its total charge is 0. The value obtained for the highest occupied orbital energy is -11.5 eV. The max |F| comes out at 0.0236 hartree/bohr. The LUMO energy is -1.91 eV. The value obtained for the HOMO-LUMO gap is 9.584 eV.


Entry 2:
ORCA calculation (ωB97M-V with the def2-TZVPD basis set) on the molecule C4HNS.

Positions of all 7 atoms, in Å:
S (-2.939, -0.642, 0.000)
N (3.397, -0.521, 0.024)
C (2.246, -0.409, -0.019)
C (-1.638, 0.348, -0.007)
C (-0.274, 0.002, -0.029)
C (0.903, -0.227, -0.038)
H (-1.695, 1.450, 0.068)

Its total charge is 0. The value obtained for the highest occupied orbital energy is -9.8 eV. The max |F| comes out at 0.0362 hartree/bohr. Its structure (SMILES) is N#CC#CC=S. The LUMO energy is -2.08 eV. The value obtained for the HOMO-LUMO gap is 7.731 eV.


Entry 3:
ORCA calculation (ωB97M-V with the def2-TZVPD basis set) on a structure of composition C4NO15Zr3.

Positions of all 23 atoms, in Å:
Zr (8.514, 7.848, -12.710)
Zr (3.769, 11.935, -15.076)
Zr (2.786, 8.281, -11.075)
O (5.798, 12.605, -15.498)
O (6.206, 13.031, -17.664)
O (2.460, 11.264, -13.509)
O (4.706, 9.383, -12.221)
O (1.181, 7.613, -12.463)
O (6.288, 4.485, -13.967)
O (6.384, 8.713, -13.352)
O (2.967, 7.608, -13.130)
O (7.524, 6.341, -13.982)
O (1.004, 7.745, -14.298)
O (5.125, 10.179, -14.269)
O (2.109, 10.102, -11.708)
O (7.220, 5.287, -15.701)
O (4.573, 13.474, -16.854)
O (0.568, 10.545, -13.078)
N (5.411, 9.452, -13.272)
C (6.823, 5.444, -14.513)
C (5.816, 13.431, -16.498)
C (1.627, 10.991, -12.546)
C (1.855, 7.142, -13.593)

Its total charge is +3. The value obtained for the highest occupied orbital energy is -16.6 eV. The max |F| comes out at 0.2140 hartree/bohr. The LUMO energy is -14.49 eV. The value obtained for the HOMO-LUMO gap is 2.102 eV.


Entry 4:
ORCA calculation (ωB97M-V with the def2-TZVPD basis set) on a cluster of 2 separate species, C4O3 in total.

Positions of all 7 atoms, in Å:
O (1.239, 0.878, -1.682)
O (-2.330, 0.217, 0.457)
O (-0.764, -1.083, -0.586)
C (-1.514, -0.462, -0.017)
C (1.247, 0.185, 0.670)
C (1.237, 0.534, -0.605)
C (0.886, -0.269, 1.763)

Its total charge is 0. The value obtained for the highest occupied orbital energy is -11.2 eV. The max |F| comes out at 0.0793 hartree/bohr. The LUMO energy is -0.77 eV. The value obtained for the HOMO-LUMO gap is 10.458 eV.


Entry 5:
ORCA calculation (ωB97M-V with the def2-TZVPD basis set) on a structure of composition C4O5Rb.

Positions of all 10 atoms, in Å:
Rb (0.967, -0.104, 3.113)
O (4.375, -2.041, 3.895)
O (2.600, -2.014, 2.400)
O (4.932, -1.594, 5.964)
O (1.376, -0.859, 7.459)
O (4.017, -3.735, 2.321)
C (1.999, -1.205, 6.513)
C (2.620, -1.475, 5.422)
C (3.556, -2.708, 2.774)
C (4.017, -1.665, 5.149)

Its total charge is -1. The value obtained for the highest occupied orbital energy is -3.7 eV. The max |F| comes out at 0.0415 hartree/bohr. The LUMO energy is 1.36 eV. The value obtained for the HOMO-LUMO gap is 5.094 eV.


Entry 6:
ORCA calculation (ωB97M-V with the def2-TZVPD basis set) on the molecule C4Si.

Positions of all 5 atoms, in Å:
Si (-0.145, 0.126, -0.085)
C (-0.754, 1.509, -1.030)
C (0.760, -1.624, 1.098)
C (1.278, -2.513, 1.709)
C (-1.138, 2.502, -1.692)

Its total charge is 0. The value obtained for the highest occupied orbital energy (alpha / beta) is -10.1 / -10.9 eV. The max |F| comes out at 0.1838 hartree/bohr. The LUMO energy (alpha / beta) is -3.51 / -3.36 eV. The value obtained for the HOMO-LUMO gap (alpha / beta) is 6.588 / 7.523 eV.


Entry 7:
ORCA calculation (ωB97M-V with the def2-TZVPD basis set) on a cluster of 7 separate species, C50H102F9N4O8S2 in total.

Positions of all 175 atoms, in Å:
S (3.184, 5.087, 0.814)
S (-1.194, -0.389, 0.012)
F (2.686, 2.432, 0.987)
F (-0.987, 1.382, -1.979)
F (4.726, 2.973, 1.351)
F (3.987, 2.949, -0.653)
F (-2.691, -6.980, 3.752)
F (-4.146, -5.369, 3.933)
F (0.580, -0.090, -1.986)
F (0.704, 1.564, -0.573)
F (-4.733, -7.481, 4.376)
O (-3.692, -5.820, 1.232)
O (-4.586, -7.932, 1.419)
O (3.063, 5.322, 2.262)
O (-1.894, -1.377, -0.805)
O (2.030, 5.410, -0.005)
O (-2.180, 0.536, 0.580)
O (-0.260, -0.971, 1.026)
O (4.354, 5.727, 0.263)
N (5.090, 4.484, -4.115)
N (-0.283, 2.748, 3.589)
N (2.792, -3.584, -0.418)
N (-5.413, -2.220, 0.776)
C (2.155, -4.140, -1.668)
C (-3.380, -1.916, 4.178)
C (1.456, 0.980, 3.423)
C (-6.856, -2.296, 1.368)
C (4.651, 3.008, -7.383)
C (5.050, 2.456, -8.679)
C (-4.415, -6.725, 2.098)
C (3.006, 3.012, -4.213)
C (-8.451, -3.838, 2.862)
C (-0.509, 6.299, 5.630)
C (-2.047, -4.877, -0.230)
C (-1.939, 6.676, 5.993)
C (5.618, 4.079, -6.680)
C (-4.309, -2.380, 1.874)
C (3.504, -1.440, -1.555)
C (-0.308, 5.286, 4.399)
C (-7.061, -3.577, 2.249)
C (0.179, -4.322, -3.075)
C (-0.129, 0.685, -1.187)
C (-3.953, -6.711, 3.618)
C (1.859, -4.133, 0.760)
C (-8.628, -5.123, 3.677)
C (-5.822, -1.057, -1.385)
C (0.879, -3.395, -2.150)
C (2.261, 1.667, -4.060)
C (3.660, 3.210, 0.592)
C (4.907, 4.992, -5.590)
C (4.459, -0.265, -1.120)
C (1.205, 2.407, 3.956)
C (-1.770, 3.993, 0.050)
C (4.159, -4.310, -0.173)
C (-5.323, -0.813, 0.129)
C (-4.393, -1.476, 3.108)
C (6.668, 5.607, -2.522)
C (6.574, 4.616, -3.699)
C (-5.178, -2.456, -1.739)
C (2.736, -5.108, 1.582)
C (2.931, -2.072, -0.355)
C (4.145, -4.674, 1.310)
C (-0.288, 3.110, 2.046)
C (5.471, 6.519, -2.680)
C (-1.055, -3.632, -3.625)
C (-1.644, 3.709, 1.583)
C (-0.897, 1.360, 3.939)
C (-5.302, -3.287, -0.420)
C (-2.306, -5.922, 0.917)
C (-0.860, 3.828, 4.565)
C (0.208, 0.311, 3.997)
C (4.531, 3.086, -3.841)
C (4.421, 5.462, -3.061)
H (1.929, -1.644, -0.338)
H (4.465, 1.563, -8.896)
H (3.974, 0.551, -0.585)
H (-0.683, 3.566, 5.608)
H (-6.909, -1.030, -1.466)
H (-2.397, -1.621, 3.810)
H (4.056, 4.871, -2.221)
H (-0.008, -5.263, -2.555)
H (-1.627, -4.346, -4.218)
H (0.409, 0.173, 5.060)
H (2.530, -6.129, 1.262)
H (1.834, 3.160, 3.482)
H (-9.254, -3.712, 2.136)
H (-1.447, 1.521, 4.866)
H (3.551, -1.932, 0.530)
H (4.410, -3.877, 2.004)
H (4.889, 3.166, -9.491)
H (-7.928, -5.079, 4.511)
H (0.775, 5.178, 4.458)
H (6.120, 2.250, -8.656)
H (-5.427, -1.366, 3.434)
H (4.843, -5.479, 1.539)
H (6.471, 3.644, -6.158)
H (-6.646, -4.399, 1.665)
H (4.092, -2.153, -2.132)
H (0.097, 6.013, 6.490)
H (0.853, -4.471, -3.918)
H (-1.536, 1.089, 3.098)
H (2.996, -4.048, -2.356)
H (2.087, -5.215, -1.502)
H (2.587, 1.144, -3.162)
H (5.207, 7.025, -1.751)
H (-2.557, 4.740, -0.057)
H (-6.437, -3.490, 3.139)
H (-8.594, -5.981, 3.006)
H (-1.007, -4.964, -0.547)
H (-4.500, -4.014, -0.291)
H (-1.724, -3.366, -2.806)
H (2.720, 1.001, -4.790)
H (2.396, -5.090, 2.618)
H (0.227, -3.182, -1.303)
H (-0.875, -2.782, -4.283)
H (-5.737, -2.845, -2.590)
H (-4.144, -2.188, -1.955)
H (-6.203, -3.896, -0.488)
H (3.581, 5.960, -3.546)
H (6.902, 3.620, -3.404)
H (-2.050, 3.132, -0.558)
H (2.302, 0.438, 3.845)
H (-2.026, -6.938, 0.637)
H (-4.262, -0.567, 0.170)
H (-3.396, -3.002, 4.269)
H (7.194, 4.904, -4.548)
H (-5.418, -6.303, 2.160)
H (-2.442, 3.009, 1.828)
H (7.569, 6.213, -2.624)
H (-0.818, 4.386, -0.308)
H (4.965, 0.290, -1.910)
H (1.184, 1.615, -4.216)
H (5.149, 2.414, -4.438)
H (1.388, -3.261, 1.213)
H (1.005, -4.626, 0.295)
H (-1.893, 7.382, 6.822)
H (-1.941, 3.912, 4.445)
H (2.496, 3.595, -3.446)
H (5.247, -0.659, -0.478)
H (-5.825, -0.032, 0.700)
H (-2.472, 7.085, 5.134)
H (4.782, 2.667, -2.867)
H (3.871, 5.193, -5.862)
H (4.381, -5.152, -0.829)
H (-4.045, -0.504, 2.756)
H (0.525, 3.817, 1.879)
H (-2.164, -3.826, 0.035)
H (-1.941, 4.693, 1.946)
H (3.589, 3.252, -7.426)
H (5.438, 5.937, -5.474)
H (2.804, 3.446, -5.192)
H (4.853, -3.513, -0.438)
H (-0.163, 2.119, 1.610)
H (1.347, 2.459, 5.036)
H (-0.686, 5.758, 3.492)
H (-1.629, -5.566, 1.694)
H (6.702, 5.143, -1.536)
H (-8.721, -2.987, 3.488)
H (5.437, 7.210, -3.522)
H (2.792, -0.974, -2.236)
H (-2.456, 5.783, 6.345)
H (-6.945, -1.348, 1.898)
H (-3.532, -1.554, 5.195)
H (-4.302, -3.452, 2.068)
H (-0.002, -0.607, 3.448)
H (-3.344, -2.223, 1.391)
H (4.566, 2.094, -6.795)
H (-2.554, -5.085, -1.172)
H (6.060, 4.780, -7.389)
H (-0.012, 7.236, 5.382)
H (-5.562, -0.231, -2.047)
H (1.073, -2.450, -2.657)
H (-7.487, -2.239, 0.481)
H (1.645, 0.904, 2.353)
H (-9.644, -5.257, 4.048)

As for the multiplicity: 2. Its total charge is +2. The value obtained for the highest occupied orbital energy (alpha / beta) is -12.0 / -12.0 eV. The max |F| comes out at 0.0734 hartree/bohr. Its expectation value of S² is 0.75. The LUMO energy (alpha / beta) is -3.38 / -5.87 eV. The value obtained for the HOMO-LUMO gap (alpha / beta) is 8.649 / 6.151 eV.


Entry 8:
ORCA calculation (ωB97M-V with the def2-TZVPD basis set) on a cluster of 9 separate species, C50H108F6N7O9S2 in total.

Positions of all 182 atoms, in Å:
S (-0.137, -0.024, 0.176)
S (-4.467, -0.907, 4.210)
F (1.923, -1.792, 0.584)
F (-0.017, -2.346, 1.421)
F (0.306, -2.455, -0.772)
F (-4.475, -3.212, 2.850)
F (-2.479, -2.318, 3.046)
F (-3.342, -3.299, 4.824)
O (0.262, 0.673, 1.411)
O (4.263, -5.416, 3.032)
O (0.381, 0.503, -1.068)
O (3.921, -3.598, 4.096)
O (-4.962, -0.272, 2.973)
O (-1.587, -0.114, 0.139)
O (-5.516, -1.246, 5.079)
O (2.918, -3.975, 2.282)
O (-3.371, -0.144, 4.775)
N (-1.301, 0.853, -5.038)
N (3.785, -4.312, 3.073)
N (2.375, -0.335, 4.733)
N (-5.134, -1.611, -1.211)
N (-2.029, 4.203, 3.123)
N (3.889, -5.741, -1.225)
N (3.163, 3.535, -1.555)
C (-0.789, 4.645, 3.927)
C (-1.935, 4.432, 1.580)
C (1.535, 5.197, -2.446)
C (1.320, -1.475, 4.474)
C (-5.106, -0.110, -1.027)
C (3.606, 3.841, -3.005)
C (-6.400, -2.198, -1.790)
C (0.092, 0.368, 5.605)
C (4.357, 0.861, 3.568)
C (0.248, -5.855, 0.129)
C (1.643, 3.954, -1.577)
C (4.168, -4.203, -1.204)
C (1.321, -5.495, -0.914)
C (3.329, -0.305, 3.482)
C (-3.637, -2.580, 3.679)
C (5.013, -6.487, -0.536)
C (4.938, 1.201, 2.253)
C (-3.996, -2.016, -2.147)
C (-6.415, 0.527, -0.657)
C (-6.352, 2.051, -0.274)
C (1.428, 0.889, 4.939)
C (-1.503, 1.413, -8.986)
C (3.194, -0.690, 6.006)
C (-3.491, -3.101, -0.023)
C (-2.796, 0.831, -4.524)
C (-0.685, 4.131, 5.400)
C (-1.074, 1.474, -6.454)
C (3.542, -3.680, -2.467)
C (0.713, 4.451, 6.054)
C (-2.920, 2.057, -3.601)
C (2.580, -6.185, -0.488)
C (-2.798, 2.117, 1.984)
C (-1.476, 0.605, -7.716)
C (-4.829, -2.311, 0.189)
C (-1.607, 2.048, -2.872)
C (-3.280, 4.774, 3.730)
C (-3.456, -3.344, -1.524)
C (3.995, 4.415, -0.569)
C (-2.044, 2.613, 3.254)
C (3.783, -6.104, -2.750)
C (-0.584, 1.746, -3.980)
C (-0.632, -0.558, -4.919)
C (2.582, 4.867, -3.596)
C (3.234, 2.032, -1.253)
C (-2.359, 3.040, 0.869)
C (-0.002, -1.072, 5.181)
C (4.690, -0.192, -1.457)
C (3.798, -4.731, -3.492)
C (4.631, 1.373, -1.332)
C (0.571, -1.779, 0.363)
H (-2.977, -0.095, -3.978)
H (5.011, 1.757, -2.279)
H (3.822, -1.553, 5.784)
H (1.588, 3.985, 5.601)
H (4.731, -4.487, -3.999)
H (-4.614, -1.617, 1.002)
H (-0.891, 4.648, 1.355)
H (3.452, 2.964, -3.634)
H (4.013, -2.771, -2.840)
H (-2.471, 1.095, 1.796)
H (3.824, 1.750, 3.905)
H (-0.864, -1.061, 4.515)
H (-3.520, 0.834, -5.339)
H (3.060, 5.800, -3.894)
H (-0.659, -0.109, -7.828)
H (-0.641, 2.065, -9.124)
H (-3.108, 2.885, -4.285)
H (0.329, 1.233, -3.677)
H (0.986, -5.858, -1.886)
H (1.125, -1.459, 3.401)
H (-1.504, 0.700, -9.810)
H (4.172, 1.646, 1.619)
H (5.338, 0.300, 1.788)
H (-2.427, 0.074, -7.662)
H (3.827, -0.499, -2.048)
H (5.976, -6.263, -0.995)
H (0.057, 4.293, 3.337)
H (2.486, -0.913, 6.804)
H (-7.110, 0.317, -1.470)
H (2.976, 2.014, -0.194)
H (-3.206, -1.266, -2.182)
H (3.857, -1.257, 3.429)
H (3.931, 0.058, 6.298)
H (1.234, 1.254, 3.930)
H (5.323, 1.684, -0.549)
H (-6.685, -1.546, -2.616)
H (4.676, 4.018, -3.106)
H (2.680, -5.996, 0.581)
H (-0.778, 0.990, 5.394)
H (0.505, 5.232, -2.798)
H (-4.224, 4.451, 3.290)
H (5.704, -0.511, -1.698)
H (0.173, 0.432, 6.690)
H (1.768, -2.393, 4.854)
H (3.885, 5.462, -0.852)
H (-1.719, 1.185, -2.216)
H (-0.764, -5.710, -0.249)
H (-1.422, -1.206, -5.299)
H (1.078, 3.090, -1.927)
H (3.636, -3.743, -0.371)
H (5.018, 4.050, -0.650)
H (-1.419, 2.934, -2.265)
H (-7.290, 2.425, 0.134)
H (2.131, 4.367, -4.453)
H (3.095, -4.782, -4.324)
H (5.049, 0.529, 4.342)
H (-3.167, 3.216, 0.159)
H (-3.455, -3.956, 0.653)
H (2.433, 1.526, -1.792)
H (2.899, -6.734, -2.851)
H (5.238, -4.078, -1.035)
H (2.495, -3.376, -2.447)
H (-0.811, 5.735, 3.936)
H (5.749, 1.911, 2.415)
H (-2.449, -3.584, -1.863)
H (-0.024, 1.755, -6.542)
H (0.260, -0.542, -5.545)
H (-1.000, 2.302, 3.253)
H (-0.302, -1.785, 5.949)
H (-3.351, 4.649, 4.810)
H (-5.630, 2.304, 0.502)
H (3.531, 4.302, 0.410)
H (2.463, -7.269, -0.469)
H (-2.557, 5.273, 1.273)
H (-3.788, 1.979, -2.946)
H (-5.675, -2.925, 0.500)
H (4.552, -0.585, -0.450)
H (0.770, 4.166, 7.104)
H (-3.878, 2.102, 2.132)
H (-4.321, -2.065, -3.186)
H (-1.495, 2.478, -6.428)
H (-2.375, 2.060, -9.088)
H (-2.494, 2.261, 4.182)
H (-4.390, 0.019, -0.216)
H (-2.671, -2.446, 0.270)
H (-0.238, 2.583, -4.587)
H (0.281, -6.821, 0.634)
H (-6.755, 0.060, 0.268)
H (-6.119, 2.656, -1.150)
H (0.407, -5.293, 1.049)
H (-1.351, 4.670, 6.074)
H (1.768, 6.132, -1.937)
H (-1.533, 2.617, 0.298)
H (4.745, -7.544, -0.556)
H (-6.120, -3.210, -2.082)
H (1.427, -4.415, -1.013)
H (1.340, 4.082, -0.537)
H (-0.790, 3.047, 5.373)
H (0.883, 5.517, 5.900)
H (-4.738, 0.361, -1.938)
H (-3.197, 5.803, 3.381)
H (5.072, -6.096, 0.480)
H (-4.147, -4.130, -1.828)
H (1.975, 1.658, 5.484)
H (-0.402, -0.817, -3.885)
H (2.742, -0.175, 2.573)
H (-7.175, -2.223, -1.024)
H (4.633, -6.711, -3.062)

Its total charge is +3. The value obtained for the highest occupied orbital energy is -12.6 eV. The max |F| comes out at 0.0717 hartree/bohr. The LUMO energy is -6.15 eV. The value obtained for the HOMO-LUMO gap is 6.477 eV.


What did we get for E? Answer: -282.83864, -605.85614, -1474.96165, -378.02945, -552.77928, -441.45070, -4481.75433, -4424.83126 a.u., in the order shown.